Below is a cluster of 3 separate species, C40H55FN2O3 in total at a distorted geometry, with properties calculated with ωB97M-V with the def2-TZVPD basis set.

Geometry as XYZ:
```
101
Properties=species:S:1:pos:R:3:mulliken_charge:R:1
H 3.996 1.507 2.707 0.486
C 1.194 4.064 0.985 -0.282
H -1.349 6.259 -1.672 0.364
H -0.907 -2.437 -2.186 0.353
C -1.491 -1.107 2.465 -0.953
C -2.238 -1.196 6.096 0.257
C 2.251 -0.938 -6.000 -0.831
H 1.711 1.544 1.684 0.056
H -1.208 -3.579 -0.732 0.373
H -6.043 -3.826 1.755 0.342
C -2.301 -2.537 6.735 -0.192
C 0.396 5.015 -1.246 0.305
C 2.673 3.463 1.073 -0.864
H 2.486 1.546 -0.020 -0.181
H -2.551 -2.534 -1.424 0.255
H 0.886 -2.566 8.155 0.338
H -1.337 -3.618 8.326 0.313
O 1.236 -1.305 -1.876 -0.663
H 4.788 1.461 1.085 0.241
H -1.670 4.385 -3.316 0.286
H -2.129 -3.302 5.974 0.202
H 6.544 -0.137 0.653 0.304
H 3.091 -0.669 2.605 0.456
C 3.565 -0.396 1.618 -0.089
N -2.187 -0.160 5.600 -0.500
H -0.045 -1.606 0.165 -0.099
H 4.236 0.311 -0.882 -0.037
H 2.165 5.679 -0.136 0.338
H -3.301 -2.687 7.146 0.296
H -5.688 -5.649 -0.686 0.327
H -3.100 -1.496 0.939 0.424
N -3.392 -4.803 3.071 -0.461
C 2.574 1.887 1.049 0.375
H 1.517 3.771 -5.940 0.346
H 2.818 -0.583 0.800 -0.125
C 4.832 -1.313 1.437 -0.849
C 5.799 -0.889 0.260 -0.591
H 0.856 5.643 -2.054 0.447
H 0.322 -1.464 6.906 0.357
C -1.253 -2.639 7.847 -0.477
H -3.007 4.362 -2.086 0.490
C 1.157 -0.102 -3.915 -0.003
C 0.954 1.242 -4.460 0.403
O 0.473 3.528 -3.831 -0.553
H -6.973 -3.772 0.263 0.342
C -1.306 -0.008 -0.732 0.687
O -0.014 3.810 -8.290 -0.469
C 1.103 5.395 0.120 -1.060
H -4.610 -4.337 -0.229 0.032
H -3.301 2.868 -0.276 0.349
C 1.808 -1.199 -4.625 -0.702
H -3.683 -6.548 0.448 0.291
C -2.352 0.856 -0.161 -0.752
H -7.110 -5.176 1.330 0.331
C -1.121 -1.451 -0.146 1.144
H 2.727 -1.732 -6.616 0.385
H 0.414 -3.202 6.574 0.299
C 2.045 0.393 -6.567 -0.644
H -3.045 0.564 0.656 0.202
H 0.660 3.938 -1.450 -0.484
C -1.641 2.707 -1.799 0.691
C -2.014 -1.755 1.112 -0.855
C -1.446 -2.596 -1.220 -1.425
H 1.983 -2.210 -4.179 0.432
C 3.862 1.159 1.640 -0.872
H 5.827 0.065 -1.732 0.354
C 0.287 2.352 -3.608 0.328
C -0.021 3.020 -7.404 0.592
C -1.899 4.193 -2.240 -1.350
F -1.135 2.251 -7.160 -0.234
C 1.421 1.508 -5.824 0.845
H 6.418 -1.795 -0.015 0.366
H 0.881 4.323 2.030 0.420
C -0.454 0.475 -1.844 0.419
C -0.603 1.849 -2.419 -0.180
C -1.167 5.222 -1.261 -0.692
C 1.319 2.872 -6.572 -1.007
H 3.148 3.759 2.052 0.321
H 5.450 -1.435 2.368 0.316
C -6.415 -4.435 0.927 -1.220
C -5.276 -5.108 0.169 -0.124
C 0.664 -0.401 -2.456 0.944
H 4.453 -2.349 1.181 0.342
C -3.866 -5.361 2.185 0.333
H 4.668 -1.318 -1.589 0.261
H -5.123 -6.876 1.419 0.319
H 3.334 3.856 0.245 0.372
H 0.557 6.234 0.621 0.365
H -1.557 5.090 -0.219 0.351
H 2.380 0.565 -7.617 0.340
H -1.028 -1.923 3.096 0.353
H -0.697 -0.329 2.312 0.049
H -2.357 -0.728 3.076 0.301
C -2.504 2.210 -0.708 -1.046
C 0.173 -2.457 7.336 -1.154
C 5.071 -0.412 -1.055 -0.655
H -2.009 -2.872 1.287 0.190
H -1.454 -1.887 8.614 0.299
H 0.551 3.227 0.600 0.042
C -4.476 -6.083 1.037 -0.480
H 2.128 2.863 -7.359 0.414
```

Summary:
Highest occupied orbital energy = -8.92 eV
SMILES = CCCCCCCCCCCCc1ccc([C@H](C)CC)c2c1C(=O)c1c(CC(=O)F)cccc1C2=O.CCCC#N.CCCC#N
E_LUMO = -1.00 eV
Total charge = 0
Molecular weight = 630.89 g mol⁻¹
Spin multiplicity = 1
Frontier orbital gap = 7.9203 eV

Below is a structure of composition C8H9Cl at a distorted geometry, with properties calculated with ωB97M-V with the def2-TZVPD basis set.

Geometry as XYZ:
```
18
Properties=species:S:1:pos:R:3:nbo_charge:R:1
H -3.224 -1.875 -0.876 0.210
H 1.944 0.611 -2.042 0.202
C 1.182 1.796 -0.515 -0.212
H 0.854 -1.323 -1.417 0.225
C -1.393 -0.743 -0.138 -0.197
H -2.447 -2.537 0.508 0.192
C -2.380 -1.670 -0.147 -0.398
C 1.490 0.662 -1.131 -0.205
H -0.386 0.783 2.442 0.218
C -0.206 -0.576 0.768 -0.244
H -1.373 0.053 -0.831 0.201
H 0.091 -1.266 1.585 0.234
H 1.313 2.663 -1.173 0.218
Cl 2.603 -1.405 0.291 -0.036
C 1.224 -0.693 -0.552 -0.224
H 0.375 2.850 1.160 0.216
C 0.438 1.868 0.699 -0.245
C -0.104 0.802 1.370 -0.155
```

Summary:
Highest occupied orbital energy = -8.55 eV
E_LUMO = 0.21 eV
Total charge = 0
Molecular weight = 140.61 g mol⁻¹
Energy above the lowest of the compared OMol25 structures with the same formula, charge and spin = 258.6 kJ/mol
Spin multiplicity = 1
Frontier orbital gap = 8.7592 eV

Question: molecular weight of number 2 (C8H9Cl)?
Answer: 140.61 g mol⁻¹